<i>
The following is a DFT calculation (the ωB97M-V functional and the def2-TZVPD basis) of 5 unconnected molecules or ions with the total composition CH12O5.

Output
Kohn-Sham gap   10.722 eV
2S+1   1
Total charge   0
SMILES string   CO.O.O.O.O
Lowest unoccupied orbital energy   0.4 eV
HOMO level   -10.307 eV

```
18
Properties=species:S:1:pos:R:3:lowdin_charge:R:1
C 0.189 -0.124 2.502 -0.056
O -0.485 -0.810 1.318 -0.169
H 1.194 0.191 2.224 0.071
H -0.410 0.706 2.569 0.049
H 0.226 -0.817 3.270 0.052
H -0.475 -1.788 1.366 0.071
O -0.797 0.293 -2.043 -0.113
H 0.109 0.623 -2.334 0.062
H -0.529 -0.672 -2.000 0.065
O 1.276 1.297 -0.485 -0.123
H 0.430 0.957 -0.050 0.035
H 1.291 2.137 0.079 0.077
O 1.757 -2.709 -0.671 -0.113
H 2.749 -2.444 -0.990 0.126
H 1.753 -3.505 -1.190 -0.001
O -2.638 2.408 -0.814 -0.131
H -2.570 1.437 -1.138 0.052
H -3.070 2.820 -1.610 0.046
```

=====

<ii>
The following is a DFT calculation (the ωB97M-V functional and the def2-TZVPD basis) of 5 unconnected molecules or ions with the total composition CH12O5.

Output
Kohn-Sham gap   10.913 eV
2S+1   1
Total charge   0
SMILES string   CO.O.O.O.O
Lowest unoccupied orbital energy   0.6 eV
HOMO level   -10.327 eV

```
18
Properties=species:S:1:pos:R:3:lowdin_charge:R:1
C 0.791 0.418 -0.127 -0.143
O 0.117 -0.722 0.394 -0.150
H 1.370 0.869 0.757 0.105
H 0.100 1.035 -0.703 0.060
H 1.590 0.088 -0.792 0.071
H -0.652 -0.569 0.945 0.075
O 2.421 5.367 -1.725 -0.066
H 1.926 5.723 -2.476 0.033
H 3.299 5.524 -2.100 0.033
O -1.540 -5.014 0.135 -0.060
H -1.623 -4.229 -0.419 0.037
H -1.846 -5.719 -0.448 0.034
O 0.013 -3.158 2.241 -0.075
H 0.252 -4.065 2.012 0.025
H 0.524 -2.685 1.565 0.012
O -1.656 2.975 -0.651 -0.056
H -2.345 3.508 -1.050 0.032
H -1.982 2.603 0.173 0.034
```

=====

Most stable to least stable: <ii>, <i>